<w>
{"formula": "CH14N2O5", "method": "wB97M-V/def2-TZVPD", "lumo_energy_ev": 0.2, "smiles": "[H]/N=C/N.O.O.O.O.O", "elements": ["N", "C", "N", "H", "H", "H", "H", "H", "H", "O", "H", "H", "O", "H", "H", "O", "H", "H", "O", "H", "H", "O"], "positions_angstrom": [[-0.8213, -3.3649, 0.4720], [-1.0233, -2.2559, -0.2959], [-1.7161, -1.3140, 0.2127], [-0.0174, -3.9425, 0.3469], [-1.3704, -3.5848, 1.2707], [-0.5859, -2.2257, -1.2882], [-1.9775, -0.5408, -0.3835], [1.3947, 2.8498, 2.7228], [2.7409, 2.0179, 2.7814], [2.3425, 2.8761, 2.5837], [-0.1873, 1.2684, -3.2652], [0.1702, 2.3648, -2.3502], [-0.3797, 1.5605, -2.3543], [2.8968, -0.3292, 3.4110], [1.3309, -0.1090, 3.6174], [2.2166, -0.0635, 4.0302], [-1.8629, 1.9389, -6.5209], [-1.1324, 2.9350, -5.5181], [-1.1618, 2.5676, -6.4060], [0.0537, -1.5718, 2.4161], [-0.7292, -0.4092, 1.8837], [-0.1811, -0.6676, 2.6337]]}


<x>
{"formula": "CH14N2O5", "method": "wB97M-V/def2-TZVPD", "lumo_energy_ev": -5.8, "elements": ["N", "C", "N", "H", "H", "H", "H", "H", "H", "O", "H", "H", "O", "H", "H", "O", "H", "H", "O", "H", "H", "O"], "positions_angstrom": [[2.2032, 1.3805, 0.5223], [0.8368, 1.0545, 0.8003], [0.6788, -0.3067, 1.1237], [2.9003, 1.2683, 1.2718], [0.5468, 1.7314, 1.6183], [0.2036, 1.3616, -0.1210], [0.7244, -0.7449, 0.2395], [-2.8406, 1.6515, 0.2317], [-0.9931, -0.6645, -1.7754], [-1.9913, 1.3196, 0.4607], [-1.5522, 0.6117, -0.9701], [-2.5530, -1.0256, 2.3777], [-1.7518, -0.6906, 2.0161], [-0.2116, -0.5739, 1.6221], [-1.8798, 0.3408, 1.4502], [-1.1486, 0.3260, -1.9013], [1.0932, -1.2578, -1.2713], [-0.4476, -2.7343, -1.9192], [0.0130, -2.1581, -1.2841], [2.1213, -0.6453, -2.2210], [2.5901, 0.8282, -0.2223], [1.7667, -0.5457, -1.3708]]}


Which of them is most stable, and which least? Most stable: <w>; least stable: <x>.


<w>
{"formula": "C3H9NO", "method": "wB97M-V/def2-TZVPD", "lumo_energy_ev": [-5.8, -9.4], "total_charge": 1, "multiplicity": 2, "s_squared": 0.758, "elements": ["C", "C", "C", "N", "H", "H", "H", "H", "H", "H", "H", "H", "H", "O"], "positions_angstrom": [[-1.8594, -0.8782, 1.3872], [-0.8497, -0.1708, 0.4771], [-0.7800, -0.4169, -1.8700], [-0.6883, -1.0003, -0.7569], [-1.5986, -1.9032, 1.5788], [-1.8364, -0.3670, 2.3670], [-2.9321, -0.8222, 1.1178], [0.1042, 0.0042, 1.0251], [-1.1913, 0.8444, 0.2428], [-0.6177, 0.6546, -1.9349], [-1.0967, -0.8746, -2.8332], [4.0221, 2.1108, -0.7862], [4.7845, 0.9467, 0.0016], [4.5395, 1.8726, -0.0160]]}


<x>
{"formula": "C3H9NO", "method": "wB97M-V/def2-TZVPD", "lumo_energy_ev": [-6.4, -6.7], "total_charge": 1, "multiplicity": 2, "s_squared": 0.762, "elements": ["C", "C", "N", "C", "H", "H", "H", "H", "H", "H", "H", "H", "H", "O"], "positions_angstrom": [[-0.6097, 1.6476, 0.5378], [-1.2381, 0.6100, 0.0226], [-0.8958, 0.0366, -1.2450], [-0.0867, -1.0705, -1.1804], [1.5411, -0.4595, -0.0040], [-0.0905, 2.4533, 0.0250], [-2.0298, 0.0453, 0.5220], [-0.4532, 0.7351, -1.8241], [0.9825, -0.8171, -0.4977], [0.2492, -1.4274, -2.1572], [-0.5197, -1.8448, -0.5770], [1.3627, -0.0271, 2.8613], [0.6843, 0.4337, 1.5487], [1.1037, -0.3151, 1.9681]]}


Which of them is most stable, and which least? Most stable: <w>; least stable: <x>.


<w>
{"formula": "H3N6", "method": "wB97M-V/def2-TZVPD", "lumo_energy_ev": -6.2, "total_charge": 1, "smiles": "Nn1nn[nH+]n1", "elements": ["N", "N", "N", "N", "N", "N", "H", "H", "H"], "positions_angstrom": [[0.9444, 1.2076, -0.3579], [1.1081, 0.6955, -1.5073], [-0.1042, 0.4981, 0.4002], [0.1838, -0.4126, -1.4899], [-0.5673, -0.5140, -0.5563], [-0.4911, 0.2211, 1.7984], [0.3099, -0.8806, -2.4953], [-0.0062, -0.7113, 1.9662], [-1.3775, -0.1037, 2.2420]]}


<x>
{"formula": "H3N6", "method": "wB97M-V/def2-TZVPD", "lumo_energy_ev": -4.5, "total_charge": 1, "elements": ["N", "N", "N", "N", "N", "N", "H", "H", "H"], "positions_angstrom": [[-3.1550, -1.4138, -0.2040], [-2.1746, -0.9930, 0.0405], [2.9685, -1.5114, 0.4865], [-1.0659, -0.7394, 0.4096], [2.1597, -0.9618, -0.0333], [1.2178, -0.4383, -0.6448], [-1.0978, -0.0265, 1.0505], [0.0805, -0.7393, -0.3209], [1.5212, 0.1236, -1.4171]]}


Which of them is most stable, and which least? Most stable: <x>; least stable: <w>.